{
  "formula": "C18H20N2O",
  "method": "ωB97M-V/def2-TZVPD",
  "homo_lumo_gap_ev": 9.146,
  "de_lowest_kj_mol": 80.9,
  "fmax_ev_per_a": 0.75,
  "total_energy_ha": -882.67075,
  "e_homo_ev": -8.44,
  "smiles": "Cc1ccc(OCCCCn2cnc3ccccc32)cc1",
  "spin_multiplicity": 1,
  "lumo_ev": 0.7059,
  "species": ["C", "C", "C", "C", "C", "C", "C", "H", "H", "O", "C", "C", "H", "H", "C", "H", "H", "C", "N", "C", "N", "C", "C", "C", "C", "C", "C", "H", "H", "H", "H", "H", "H", "H", "H", "H", "H", "H", "H", "H", "H"],
  "coordinates": [[-5.8837, -1.9624, 1.2144], [-4.7903, -1.1830, 0.5484], [-4.0361, -1.7580, -0.4706], [-3.0305, -1.0528, -1.0938], [-2.7455, 0.2602, -0.7161], [-3.4915, 0.8424, 0.2992], [-4.5009, 0.1204, 0.9164], [-5.0714, 0.5926, 1.7036], [-3.3096, 1.8569, 0.6185], [-1.7426, 0.8663, -1.4215], [-1.2523, 2.1210, -1.0093], [-0.3826, 2.0488, 0.2543], [0.1539, 2.9949, 0.3480], [-1.0186, 1.9321, 1.1334], [0.6035, 0.8817, 0.2269], [1.1992, 0.8998, 1.1424], [0.0501, -0.0596, 0.2079], [1.5455, 0.9232, -0.9810], [2.5453, -0.1041, -0.8916], [2.4915, -1.3516, -1.4360], [3.5053, -2.1051, -1.1457], [4.3078, -1.3350, -0.3413], [5.5257, -1.6240, 0.2638], [6.1105, -0.6380, 1.0295], [5.5119, 0.6126, 1.1985], [4.3044, 0.9224, 0.6069], [3.7093, -0.0639, -0.1643], [3.8468, 1.8918, 0.7418], [6.0077, 1.3538, 1.8081], [7.0565, -0.8308, 1.5137], [5.9864, -2.5895, 0.1305], [1.6721, -1.6593, -2.0580], [0.9776, 0.7651, -1.9005], [2.0457, 1.8959, -1.0339], [-2.0705, 2.8374, -0.8630], [-0.6530, 2.4676, -1.8557], [-2.4475, -1.4964, -1.8858], [-4.2420, -2.7736, -0.7762], [-6.6565, -2.2232, 0.4920], [-6.3399, -1.3868, 2.0157], [-5.4919, -2.8896, 1.6305]],
  "forces_ev_per_angstrom": [[0.02, -0.02, -0.05], [-0.05, 0.08, 0.09], [0.04, 0.14, 0.03], [0.12, 0.15, -0.03], [-0.10, -0.19, 0.03], [0.30, 0.26, -0.18], [-0.06, -0.22, -0.04], [-0.06, 0.03, 0.07], [0.06, 0.09, 0.00], [-0.12, -0.29, -0.08], [0.20, 0.42, 0.28], [-0.18, -0.34, -0.20], [-0.03, 0.08, 0.04], [0.03, 0.11, 0.02], [0.00, 0.24, -0.13], [0.01, -0.07, -0.02], [0.06, -0.02, 0.04], [-0.44, 0.13, 0.33], [0.21, -0.11, -0.11], [0.06, -0.09, -0.06], [-0.02, -0.59, -0.24], [-0.24, 0.69, 0.17], [-0.06, 0.05, -0.02], [0.16, -0.13, 0.04], [-0.03, 0.15, 0.04], [-0.10, 0.18, 0.02], [0.47, -0.45, 0.08], [-0.02, 0.10, 0.04], [0.03, 0.06, 0.04], [0.07, -0.02, 0.03], [0.06, -0.12, -0.02], [-0.25, 0.03, -0.14], [0.10, 0.08, 0.01], [-0.04, -0.07, -0.11], [0.07, -0.06, -0.09], [-0.11, 0.02, 0.08], [0.07, -0.05, -0.10], [-0.01, -0.12, -0.05], [-0.10, -0.04, 0.02], [-0.06, -0.01, 0.06], [-0.05, -0.07, 0.07]]
}

=====

{
  "formula": "C37H26ClNO12",
  "method": "ωB97M-V/def2-TZVPD",
  "homo_lumo_gap_ev": 7.228,
  "fmax_ev_per_a": 0.75,
  "total_energy_ha": -2843.17473,
  "e_homo_ev": -9.15,
  "smiles": "O=C(O)N(Cl)c1ccccc1.O=C1C=CC(=O)C=C1.O=C1C=CC(=O)C=C1.O=C1C=CC(=O)C=C1.O=C1C=CC(=O)C=C1.O=C1C=CC(=O)C=C1",
  "spin_multiplicity": 1,
  "lumo_ev": -1.9180,
  "species": ["O", "C", "O", "N", "Cl", "C", "C", "C", "C", "C", "C", "H", "H", "H", "H", "H", "H", "C", "C", "C", "O", "C", "C", "C", "O", "H", "H", "H", "H", "C", "C", "C", "O", "C", "C", "C", "O", "H", "H", "H", "H", "C", "C", "C", "O", "C", "C", "C", "O", "H", "H", "H", "H", "C", "C", "C", "O", "C", "C", "C", "O", "H", "H", "H", "H", "C", "C", "C", "O", "C", "C", "C", "O", "H", "H", "H", "H"],
  "coordinates": [[-0.5909, 2.0347, 1.1200], [-0.9707, 2.3942, 0.0489], [-0.5250, 1.8448, -1.1168], [-1.9486, 3.3994, -0.2204], [-2.1050, 4.4178, 1.1863], [-3.2410, 2.8669, -0.6320], [-4.3358, 3.7178, -0.6647], [-5.5783, 3.2204, -1.0402], [-5.7357, 1.8874, -1.4002], [-4.6262, 1.0563, -1.4061], [-3.3819, 1.5379, -1.0213], [-0.1262, 2.5331, -1.6798], [-4.2347, 4.7587, -0.3890], [-6.4285, 3.8907, -1.0404], [-6.7078, 1.5018, -1.6769], [-4.7097, 0.0162, -1.6879], [-2.5493, 0.8549, -1.0328], [3.6390, 4.0923, -2.0131], [2.4729, 3.4911, -2.2277], [1.6389, 3.8215, -3.4115], [0.5672, 3.2808, -3.6079], [2.1603, 4.8408, -4.3527], [3.3270, 5.4432, -4.1410], [4.1599, 5.1175, -2.9551], [5.2231, 5.6625, -2.7624], [4.2627, 3.8688, -1.1569], [2.0836, 2.7357, -1.5546], [1.5363, 5.0611, -5.2092], [3.7263, 6.1925, -4.8122], [1.9081, -0.3474, -1.3191], [2.3764, -1.0343, -0.2805], [3.6874, -1.7264, -0.3534], [4.1187, -2.3557, 0.5897], [4.4558, -1.6215, -1.6214], [3.9867, -0.9319, -2.6580], [2.6747, -0.2429, -2.5830], [2.2274, 0.3916, -3.5158], [0.9582, 0.1677, -1.2974], [1.8354, -1.1209, 0.6540], [5.4080, -2.1358, -1.6458], [4.5255, -0.8410, -3.5926], [-5.5664, -2.6784, 3.3773], [-5.9499, -2.5322, 2.1127], [-5.5772, -1.3266, 1.3317], [-5.9212, -1.1927, 0.1760], [-4.7610, -0.2906, 2.0132], [-4.3770, -0.4373, 3.2779], [-4.7476, -1.6424, 4.0599], [-4.3990, -1.7820, 5.2120], [-5.8246, -3.5473, 3.9694], [-6.5451, -3.2731, 1.5935], [-4.4974, 0.5762, 1.4202], [-3.7777, 0.3019, 3.7938], [-1.3620, -1.7187, -1.5093], [-0.9600, -2.3016, -2.6347], [-1.3340, -3.7054, -2.9461], [-0.9653, -4.2427, -3.9666], [-2.1767, -4.4259, -1.9559], [-2.5798, -3.8390, -0.8323], [-2.2034, -2.4383, -0.5208], [-2.5708, -1.8961, 0.5007], [-1.1020, -0.6985, -1.2590], [-0.3486, -1.7918, -3.3701], [-2.4371, -5.4463, -2.2066], [-3.1943, -4.3434, -0.0974], [5.4050, -1.5789, 3.6201], [5.4209, -2.8921, 3.4118], [5.6864, -3.8406, 4.5230], [5.7040, -5.0386, 4.3398], [5.9313, -3.2679, 5.8724], [5.9151, -1.9539, 6.0771], [5.6501, -1.0046, 4.9654], [5.6356, 0.1930, 5.1538], [5.2123, -0.8704, 2.8247], [5.2414, -3.3243, 2.4380], [6.1211, -3.9797, 6.6658], [6.0908, -1.5121, 7.0496]],
  "forces_ev_per_angstrom": [[-0.10, 0.12, -0.38], [0.11, -0.18, -0.03], [0.46, 0.20, 0.37], [-0.11, -0.19, 0.69], [0.03, -0.03, -0.20], [0.20, 0.10, -0.26], [-0.23, -0.05, -0.09], [0.08, -0.04, 0.04], [0.09, 0.10, -0.04], [0.13, 0.15, -0.04], [-0.22, 0.00, 0.04], [-0.51, -0.07, -0.54], [0.04, -0.06, 0.02], [0.00, -0.03, -0.02], [0.01, 0.01, 0.01], [-0.10, 0.04, 0.02], [0.01, 0.05, 0.07], [-0.02, -0.01, -0.01], [-0.04, 0.00, 0.00], [0.05, -0.04, -0.09], [-0.02, 0.06, 0.43], [0.03, -0.02, -0.04], [-0.03, -0.01, -0.01], [0.00, -0.01, 0.00], [0.01, 0.01, 0.00], [0.01, 0.02, 0.00], [0.02, -0.01, 0.00], [-0.02, -0.02, 0.01], [0.02, 0.01, 0.01], [0.07, -0.11, 0.09], [0.02, 0.01, 0.00], [-0.02, 0.00, 0.01], [0.02, 0.03, -0.04], [-0.02, 0.02, -0.02], [0.01, 0.00, -0.01], [-0.11, 0.02, 0.02], [0.13, 0.01, -0.09], [0.03, 0.05, 0.02], [0.01, -0.01, 0.01], [0.00, -0.01, 0.02], [-0.01, 0.01, -0.01], [-0.01, -0.02, -0.03], [0.00, -0.02, 0.01], [0.16, 0.08, 0.02], [-0.12, -0.16, 0.00], [-0.03, 0.02, 0.07], [-0.04, 0.01, -0.02], [0.03, 0.04, -0.02], [0.00, -0.02, 0.02], [0.01, 0.01, 0.02], [-0.01, 0.01, -0.02], [-0.01, -0.02, -0.02], [0.01, -0.02, 0.01], [-0.01, -0.01, 0.00], [0.01, 0.01, 0.01], [0.00, 0.01, 0.00], [0.01, -0.01, -0.01], [-0.01, 0.01, 0.03], [0.00, -0.02, -0.02], [-0.02, 0.01, -0.01], [-0.02, 0.00, -0.01], [0.01, 0.00, 0.01], [-0.01, -0.01, -0.01], [0.01, 0.00, -0.02], [0.00, 0.01, 0.01], [-0.01, 0.00, -0.02], [0.04, -0.04, 0.07], [0.00, 0.02, 0.00], [0.00, -0.01, 0.00], [0.00, 0.03, 0.01], [0.00, -0.03, 0.01], [0.00, 0.00, 0.00], [0.01, 0.01, 0.00], [-0.01, 0.01, 0.01], [-0.02, -0.02, -0.01], [0.00, -0.02, -0.02], [0.00, 0.02, -0.01]]
}

=====

{
  "formula": "H3PS2",
  "method": "ωB97M-V/def2-TZVPD",
  "homo_lumo_gap_ev": 9.374,
  "de_lowest_kj_mol": 30.5,
  "fmax_ev_per_a": 2.67,
  "total_energy_ha": -1139.51416,
  "e_homo_ev": -8.82,
  "smiles": "SPS",
  "spin_multiplicity": 1,
  "lumo_ev": 0.5541,
  "species": ["P", "S", "S", "H", "H", "H"],
  "coordinates": [[0.0637, -0.5747, 0.0685], [-1.7451, 0.6293, -0.3057], [1.6630, 0.6601, -0.4817], [-0.0935, -0.3405, 1.3714], [-2.2640, -0.1886, 0.6343], [2.3760, -0.1855, -1.2867]],
  "forces_ev_per_angstrom": [[-0.53, -0.80, -2.49], [0.68, -0.55, 0.13], [0.43, 0.38, 0.05], [0.48, 0.59, 2.03], [-0.31, 0.29, -0.17], [-0.75, 0.09, 0.45]]
}

=====

{
  "formula": "C26H40Cl3N4O3SiTi",
  "method": "ωB97M-V/def2-TZVPD",
  "homo_lumo_gap_ev": [3.168, 7.425],
  "de_lowest_kj_mol": 78.1,
  "total_charge": -1,
  "fmax_ev_per_a": 3.23,
  "total_energy_ha": -3979.28985,
  "e_homo_ev": [-1.15, -5.42],
  "spin_multiplicity": 3,
  "lumo_ev": [2.0193, 2.0098],
  "species": ["C", "C", "H", "H", "H", "C", "C", "H", "H", "H", "H", "Ti", "Cl", "Cl", "C", "O", "N", "C", "C", "H", "H", "H", "H", "H", "H", "H", "H", "H", "C", "C", "N", "H", "C", "O", "H", "H", "H", "H", "O", "C", "C", "C", "H", "C", "H", "C", "H", "C", "C", "H", "H", "H", "Si", "Cl", "C", "C", "C", "H", "H", "H", "H", "H", "H", "H", "H", "H", "N", "C", "C", "C", "C", "N", "C", "C", "H", "H", "H", "H"],
  "coordinates": [[1.3923, -1.2470, -3.5955], [1.0194, 0.1794, -3.3702], [1.1016, -1.5913, -4.5909], [0.9246, -1.9053, -2.8510], [2.4817, -1.3701, -3.5040], [0.4423, 0.9673, -4.3004], [0.0709, 0.5572, -5.6831], [0.2819, 2.0269, -4.1019], [0.1048, -0.5288, -5.8383], [0.7301, 1.0330, -6.4270], [-0.9473, 0.9000, -5.9192], [0.4959, -0.3148, 0.7975], [2.7274, -0.2869, 1.1401], [-0.0917, -2.4788, 1.0260], [0.8981, 2.7157, 1.4769], [0.2107, 1.6640, 1.3542], [0.3340, 3.8803, 1.7843], [-1.0987, 3.9886, 2.0565], [1.1128, 5.1075, 1.8517], [1.9893, 2.6976, 1.3359], [-1.5446, 3.0001, 2.1800], [-1.6004, 4.5281, 1.2412], [-1.2277, 4.5758, 2.9734], [2.1635, 4.8771, 1.6460], [1.0113, 5.5439, 2.8550], [0.7472, 5.8317, 1.1093], [-1.2818, -0.9617, -2.6517], [-2.7284, 1.6473, -3.0693], [-2.1146, -1.0330, -1.9366], [-3.3187, 1.1365, -2.2963], [-2.4639, 0.3085, -1.4490], [-1.8068, -1.6680, -1.1000], [-2.2250, 0.6652, -0.1762], [-1.5935, -0.0571, 0.6303], [-3.7967, 1.8984, -1.6703], [-2.6370, 1.6418, 0.1322], [-2.9865, -1.4632, -2.4437], [-4.0816, 0.5170, -2.7815], [0.6935, -0.0473, -0.9994], [1.4084, 0.6887, -1.9933], [-0.1306, 2.6502, -1.7918], [1.1717, 2.1748, -1.7936], [-0.9303, 1.9124, -1.9117], [-0.3991, 4.0175, -1.7094], [2.4777, 0.4713, -1.8494], [2.2336, 3.0555, -1.5816], [-1.4342, 4.3693, -1.7478], [0.6680, 4.9087, -1.5875], [1.9733, 4.4245, -1.5044], [3.2463, 2.6483, -1.5209], [0.4713, 5.9838, -1.5710], [2.8060, 5.1227, -1.3768], [0.4236, -5.6956, 0.2178], [0.6663, -4.3104, -1.3640], [-1.3812, -5.7799, 0.7210], [1.5314, -5.2404, 1.6519], [1.0101, -7.3029, -0.5669], [-1.9011, -4.8205, 0.5906], [-1.4542, -6.0792, 1.7787], [-1.9102, -6.5439, 0.1308], [0.2847, -7.6592, -1.3151], [1.1336, -8.0791, 0.1988], [1.9748, -7.1458, -1.0757], [1.4485, -4.1775, 1.9163], [2.5831, -5.4486, 1.4136], [1.2643, -5.8325, 2.5383], [-0.9479, -0.4331, 8.4047], [-0.6753, -0.4385, 7.2657], [-0.3674, -0.4436, 5.8561], [-1.2194, -1.0923, 4.9624], [-0.9394, -1.0358, 3.6004], [0.1389, -0.4050, 3.1212], [0.9787, 0.1859, 3.9768], [0.7508, 0.2195, 5.3535], [-2.0950, -1.6440, 5.2969], [-1.5734, -1.5395, 2.8704], [1.8862, 0.6209, 3.5564], [1.4395, 0.7571, 6.0041]],
  "forces_ev_per_angstrom": [[-0.06, -0.46, -0.12], [-0.29, 0.91, -0.47], [0.10, -0.05, 0.18], [0.18, 0.19, -0.07], [-0.24, 0.01, 0.07], [0.63, -0.36, 0.53], [-0.26, -0.15, -0.54], [0.03, -0.27, 0.14], [-0.03, 0.37, -0.02], [-0.12, -0.14, 0.16], [0.16, -0.11, 0.01], [-0.62, -0.03, 1.62], [1.76, 0.20, 0.18], [-0.42, -1.41, -0.05], [-1.11, -2.04, -0.22], [1.18, 2.78, 0.15], [-0.05, 0.33, 0.04], [0.20, 0.21, -0.04], [-0.16, -0.16, 0.12], [-0.25, 0.07, 0.04], [0.24, 0.12, -0.01], [0.11, -0.14, 0.07], [-0.03, -0.18, -0.09], [-0.24, 0.12, 0.06], [0.13, -0.04, -0.21], [0.13, -0.19, 0.15], [-0.26, -0.04, 0.25], [-0.12, -0.16, 0.03], [0.33, 0.14, -0.16], [0.34, 0.06, 0.22], [-0.71, -0.12, 0.29], [0.00, 0.20, -0.11], [0.87, -1.64, 0.85], [-1.99, 1.58, -1.39], [0.00, -0.12, -0.21], [0.05, -0.17, -0.15], [0.08, 0.09, 0.14], [0.11, 0.14, 0.16], [0.26, 0.91, -2.11], [-0.49, -0.47, 1.11], [-0.50, 0.26, -0.18], [0.49, -0.31, 0.18], [0.44, 0.50, 0.07], [0.14, -0.36, 0.10], [0.02, 0.13, 0.00], [-0.35, -0.04, -0.33], [0.35, -0.01, 0.00], [-0.11, 0.12, -0.05], [0.23, 0.14, 0.11], [-0.27, 0.25, -0.01], [0.14, -0.30, 0.07], [-0.29, -0.18, -0.05], [0.26, 0.48, -0.13], [0.01, -0.66, -0.12], [-0.23, -0.21, -0.09], [0.26, 0.04, 0.05], [-0.10, -0.06, -0.08], [0.29, -0.22, 0.11], [0.03, 0.16, -0.26], [0.11, 0.19, 0.09], [0.22, 0.08, 0.21], [0.00, 0.04, -0.14], [-0.30, -0.05, 0.23], [-0.03, -0.39, -0.13], [-0.18, -0.01, 0.01], [0.02, 0.03, -0.16], [0.24, 0.00, -0.86], [0.08, 0.03, -0.32], [-0.69, 0.04, 3.16], [-0.82, -0.68, -2.33], [-1.09, -0.50, 1.89], [0.45, 0.08, -2.25], [0.37, 0.62, 2.19], [1.42, 0.73, -1.84], [0.17, 0.14, 0.02], [0.14, 0.19, 0.31], [-0.25, -0.02, 0.08], [-0.11, -0.23, -0.13]]
}

=====

{
  "formula": "C5H9P",
  "method": "ωB97M-V/def2-TZVPD",
  "homo_lumo_gap_ev": 9.905,
  "de_lowest_kj_mol": 191.9,
  "fmax_ev_per_a": 5.29,
  "total_energy_ha": -537.14025,
  "e_homo_ev": -8.97,
  "smiles": "C=C1[C@@H](C)P1C",
  "spin_multiplicity": 1,
  "lumo_ev": 0.9304,
  "species": ["C", "C", "C", "C", "C", "P", "H", "H", "H", "H", "H", "H", "H", "H", "H"],
  "coordinates": [[-0.3750, 0.3050, 0.8527], [-0.5930, 1.1096, 1.8495], [0.6474, -0.3573, 0.0451], [1.6069, -1.2635, 0.7120], [-1.6619, 0.0804, -1.9715], [-1.1541, -0.9415, -0.2195], [-1.5717, 1.3580, 2.4080], [0.1856, 1.5677, 2.2208], [1.2325, 0.1078, -0.7066], [1.0424, -1.9782, 1.3847], [2.1592, -0.5528, 1.3634], [2.3839, -1.7056, -0.0058], [-2.0618, -0.5898, -2.8306], [-0.7922, 0.7064, -2.3296], [-2.5244, 0.6714, -1.9898]],
  "forces_ev_per_angstrom": [[-0.98, -0.79, -1.54], [-4.72, -0.88, 0.19], [-0.91, -0.51, -0.23], [0.98, -0.67, 1.35], [1.52, -1.78, -0.57], [-0.18, 1.08, -2.24], [1.40, -0.73, -1.48], [4.10, 2.53, 2.19], [-0.44, 1.19, -1.06], [1.11, 0.36, -0.83], [0.14, -0.78, 0.02], [-1.45, 0.18, 1.09], [1.57, 0.15, 1.47], [-0.90, -0.85, 0.40], [-1.23, 1.49, 1.24]]
}